{
  "formula": "C11H21FO3S",
  "method": "ωB97M-V with the def2-TZVPD basis set",
  "elements": ["C", "C", "C", "C", "C", "C", "C", "C", "S", "O", "O", "O", "C", "C", "C", "F", "H", "H", "H", "H", "H", "H", "H", "H", "H", "H", "H", "H", "H", "H", "H", "H", "H", "H", "H", "H", "H"],
  "xyz": [[2.95, -0.82, 1.92], [3.12, 0.47, 1.09], [3.26, 0.25, -0.43], [2.00, 0.62, -1.20], [0.82, -0.31, -0.91], [-0.54, 0.40, -0.98], [-0.83, 1.21, 0.28], [-2.20, 1.90, 0.33], [-3.55, 1.17, -0.59], [-4.21, 2.19, -1.33], [-4.29, 0.29, 0.26], [-2.82, 0.30, -1.70], [-1.68, -0.55, -1.37], [-2.06, -1.76, -0.49], [-1.55, -1.90, 0.93], [-2.09, -0.94, 1.80], [2.25, -0.69, 2.75], [2.58, -1.64, 1.30], [3.90, -1.15, 2.35], [3.99, 1.01, 1.46], [2.27, 1.13, 1.28], [4.10, 0.84, -0.82], [3.51, -0.80, -0.62], [2.21, 0.61, -2.28], [1.71, 1.64, -0.96], [0.81, -1.15, -1.62], [0.94, -0.75, 0.08], [-0.49, 1.10, -1.82], [-0.08, 2.01, 0.34], [-0.70, 0.60, 1.17], [-2.16, 2.92, -0.06], [-2.59, 1.93, 1.35], [-1.44, -0.94, -2.36], [-1.71, -2.66, -1.01], [-3.15, -1.82, -0.47], [-0.46, -1.80, 1.00], [-1.83, -2.88, 1.32]],
  "nbo_charge": [-0.61, -0.41, -0.39, -0.39, -0.40, -0.25, -0.41, -0.69, 2.40, -0.93, -0.94, -0.72, 0.12, -0.50, 0.05, -0.37, 0.21, 0.20, 0.21, 0.21, 0.19, 0.21, 0.20, 0.21, 0.19, 0.21, 0.20, 0.22, 0.22, 0.23, 0.25, 0.26, 0.20, 0.22, 0.26, 0.16, 0.18],
  "orbital_gap_ha": 0.419,
  "energy_ha": -1155.48516,
  "de_lowest_kj_mol": 0.0,
  "e_homo_ev": -10.7240,
  "lumo_ev": 0.68,
  "smiles": "CCCCC[C@@H]1CCS(=O)(=O)O[C@@H]1CCF"
}